No. 1
A molecular structure, C24H19N7Ru at a distorted geometry. Source: OMol25; level of theory: the ωB97M-V functional and the def2-TZVPD basis.

Total energy = -38164.473 eV
E_LUMO (alpha / beta) = -16.9 / -16.8 eV
HOMO level (alpha / beta) = -20.3 / -20.3 eV
Spin multiplicity = 1
Gap between HOMO and LUMO (alpha / beta) = 0.1274 / 0.1294 Eh
Total charge = +4

Element x y z (Å)
C -5.1243 -0.1936 -1.2494
N -2.8530 -0.8229 -0.9347
H -4.9135 -3.0921 0.4758
H -0.5408 0.9692 3.3295
H -1.6115 3.2931 2.7654
H 5.4015 -5.1008 2.0759
C -1.2110 1.7099 1.3501
H 3.6110 -4.9130 3.7761
C 3.4884 -2.7178 0.6037
C 3.5521 -4.3131 2.8746
C -1.2604 2.2866 -0.9070
N -0.3553 -0.4051 1.7592
C -0.4245 -4.9007 -1.2338
H -2.0336 4.9834 0.9872
H 0.2525 -5.6174 -1.6786
H -3.3809 -4.7110 0.3857
C 2.4089 -2.6446 1.5469
C 1.3612 -1.7005 1.2539
H 2.3622 -0.6190 -1.7292
C -1.5871 3.6132 -0.6090
C -3.7564 0.0193 -1.4165
C 4.5574 -3.6077 0.7947
H -6.5897 -1.4464 -0.2865
H 5.3444 -3.6916 0.0567
N -1.1089 1.3620 0.0332
N 3.4235 -1.9142 -0.5024
H 0.6556 -3.1640 -1.9220
N -1.0509 -2.6305 -0.8931
C 2.3569 -1.1741 -0.7932
C -1.7570 3.9680 0.7238
H -1.7490 -6.3767 -0.3868
H 1.6772 -3.4214 3.4184
C 4.5858 -4.4015 1.9241
C -2.2285 -3.0351 -0.3434
C -1.5428 3.0195 1.7206
C -2.4722 -4.3856 -0.0930
N 1.3128 -1.0723 -0.0036
C -3.2527 -1.9815 -0.3391
H -1.6983 4.3439 -1.4000
C -1.5502 -5.3235 -0.5343
H -1.0862 1.9622 -1.9373
H -5.8363 0.4776 -1.7134
H -3.4000 0.8797 -1.9717
C -4.5999 -2.1979 -0.0409
C 2.4694 -3.4530 2.6856
Ru -0.8519 -0.6421 -0.4632
C -0.1992 -3.5362 -1.3684
C -0.7249 0.7143 2.2833
N 0.4685 -1.3295 2.1412
C -5.5368 -1.2780 -0.4850
H 4.2313 -1.9065 -1.1293

Taken from the natural (NBO) analysis, the atomic charges in e are:
1 C -0.1988
2 N -0.4454
3 H 0.2651
4 H 0.2811
5 H 0.2833
6 H 0.2908
7 C 0.0530
8 H 0.2841
9 C 0.3104
10 C -0.0492
11 C 0.1207
12 N -0.2012
13 C -0.2125
14 H 0.2965
15 H 0.2759
16 H 0.2663
17 C -0.0930
18 C 0.3734
19 H 0.2643
20 C -0.1124
21 C 0.0846
22 C -0.2264
23 H 0.2821
24 H 0.2759
25 N -0.4217
26 N -0.4170
27 H 0.2126
28 N -0.4742
29 C 0.3167
30 C -0.1273
31 H 0.2788
32 H 0.2731
33 C -0.0760
34 C 0.1767
35 C -0.0329
36 C -0.1781
37 N -0.4565
38 C 0.1578
39 H 0.2938
40 C -0.0760
41 H 0.2441
42 H 0.2845
43 H 0.2268
44 C -0.1720
45 C -0.1518
46 Ru 0.9671
47 C 0.0675
48 C 0.2697
49 N -0.0752
50 C -0.0638
51 H 0.4846

=====

No. 2
C4H7NO in the gas phase. Source: OMol25; level of theory: the ωB97M-V functional and the def2-TZVPD basis.

SMILES = O=C1CCCN1
Total energy = -7799.616 eV
E_LUMO = 0.9 eV
HOMO level = -9.6 eV
Spin multiplicity = 1
Gap between HOMO and LUMO = 0.3857 Eh

Element x y z (Å)
H -1.7915 0.9540 -0.4387
C 1.2653 0.4342 -0.4215
C -0.7093 -0.8206 0.2930
H -1.3249 1.0623 1.2659
C 0.7601 -0.9745 -0.1320
C -1.0030 0.7035 0.2813
N 0.2586 1.2978 -0.1042
H 0.8928 -1.5891 -1.0264
H 1.3893 -1.4067 0.6518
H 0.3820 2.2867 -0.2575
H -1.3778 -1.3419 -0.3966
H -0.8847 -1.2356 1.2886
O 2.3621 0.7434 -0.8435

Taken from the natural (NBO) analysis, the atomic charges in e are:
1 H 0.1871
2 C 0.6779
3 C -0.4132
4 H 0.1895
5 C -0.5107
6 C -0.2079
7 N -0.6173
8 H 0.2352
9 H 0.2350
10 H 0.4077
11 H 0.2146
12 H 0.2148
13 O -0.6129

=====

No. 3
C3H7NO2 in the gas phase at a distorted geometry. Source: OMol25; level of theory: the ωB97M-V functional and the def2-TZVPD basis.

SMILES = N[C@@H](C=O)CO
Total energy = -8808.507 eV
E_LUMO = 0.7 eV
HOMO level = -9.4 eV
Spin multiplicity = 1
Gap between HOMO and LUMO = 0.3721 Eh

Element x y z (Å)
H 1.5069 -1.3886 0.1156
H 0.4575 2.5266 0.0908
H -0.8729 -2.2142 -0.5190
O 0.7284 1.9471 0.8375
C 0.0182 -0.0909 -0.3594
H -0.2904 0.5788 -1.1642
N 1.3393 -0.6233 -0.5173
C -0.1133 0.7992 0.8755
C -1.1069 -1.1482 -0.3553
H 0.1988 0.3726 1.8371
H -1.1627 1.0789 1.0141
O -2.2581 -0.8016 -0.4391
H 1.5553 -1.0364 -1.4164

Taken from the natural (NBO) analysis, the atomic charges in e are:
1 H 0.3550
2 H 0.4603
3 H 0.1130
4 O -0.7060
5 C -0.1885
6 H 0.2141
7 N -0.8176
8 C -0.0649
9 C 0.4190
10 H 0.1843
11 H 0.1816
12 O -0.5147
13 H 0.3643

=====

> What is the formula in the third record?

C3H7NO2

=====

> Which formula does entry 3 have?

C3H7NO2